i) C6H13N2S | ωB97M-V/def2-TZVPD

Each line ends with the natural charge from an NBO analysis.
CARTESIAN COORDINATES (ANGSTROEM)
C  -0.0156  1.3875  -3.3649  -0.182
C  1.1950  1.3360  -3.2557  -0.264
C  -1.0970  0.9790  1.1549  -0.461
C  0.0945  1.6867  0.6903  -0.230
C  -0.8413  -0.0335  0.0528  -0.156
C  0.0671  -1.9980  1.2926  -0.108
N  -0.5103  -3.1160  0.8061  -0.797
N  0.4343  0.6538  -0.2674  -0.622
S  1.7869  -1.5243  1.0277  0.166
H  -1.0835  1.6383  -3.2206  0.264
H  2.0985  0.9846  -3.4495  0.231
H  -1.1224  0.5699  2.1335  0.203
H  -2.1188  1.4686  1.0828  0.234
H  0.0481  2.7504  0.3320  0.249
H  0.7874  1.7910  1.5595  0.205
H  -1.4454  -0.3949  -0.7293  0.210
H  -0.4376  -1.4852  2.2364  0.255
H  -0.2110  -3.6167  0.0249  0.415
H  -1.4039  -3.3733  1.3390  0.430
H  0.7072  0.8877  -1.3230  0.464
H  1.3561  -0.1031  -0.0124  0.336
H  1.7118  -0.4886  1.8904  0.161

Output
total charge = +1
highest occupied orbital energy (spin up / spin down) = -11.09 / -11.09 eV

=====

ii) C6H13N2S | ωB97M-V/def2-TZVPD

Each line ends with the natural charge from an NBO analysis.
CARTESIAN COORDINATES (ANGSTROEM)
C  2.2028  0.6368  -0.0947  0.524
C  2.4135  -0.7751  -0.2545  -0.679
C  -0.3741  -0.8502  -0.5508  -0.366
C  -0.4112  0.4782  0.1338  -0.017
C  -1.6473  -1.6937  -0.4704  -0.643
C  -1.1954  1.6027  -0.4599  -0.678
N  2.7700  1.6932  -0.0852  -0.548
N  -0.6817  0.2843  1.5907  -0.735
S  0.9937  -1.8190  0.2674  0.223
H  2.6085  -0.9853  -1.3117  0.283
H  3.2628  -1.1244  0.3380  0.299
H  -0.0929  -0.7172  -1.5958  0.246
H  -1.9108  -1.9504  0.5543  0.201
H  -1.5125  -2.6204  -1.0214  0.250
H  -2.4680  -1.1439  -0.9266  0.232
H  -0.9425  1.7201  -1.5088  0.250
H  -0.9797  2.5412  0.0485  0.223
H  -2.2754  1.4282  -0.3960  0.208
H  2.4302  2.6389  -0.0241  0.432
H  -0.3780  1.0916  2.1416  0.437
H  -0.1290  -0.5647  1.8403  0.448
H  -1.6830  0.1291  1.7854  0.410

Output
total charge = +1
highest occupied orbital energy (spin up / spin down) = -11.52 / -11.45 eV

=====

Energy comparison, zero being the most stable, in eV: i) 4.160; ii) 0.000.

=====

i) C7H10O | ωB97M-V/def2-TZVPD

Each line ends with the natural charge from an NBO analysis.
CARTESIAN COORDINATES (ANGSTROEM)
C  -1.1821  0.3054  0.1307  0.074
C  -0.0998  0.7576  1.0345  -0.271
C  0.5243  1.5076  -0.2655  -0.379
C  -0.3300  0.3095  -1.0624  -0.228
C  0.4926  -0.9551  -0.5980  -0.214
C  2.0582  -0.5774  -0.0520  -0.455
C  0.7431  -0.4515  0.7443  -0.244
H  -2.9719  -0.4829  0.2309  0.469
H  -2.0347  0.9829  0.0154  0.157
H  0.0956  0.9129  2.1968  0.241
H  0.0317  2.5307  -0.6145  0.201
H  1.5867  1.5941  -0.2245  0.206
H  -0.7102  0.7187  -2.0632  0.240
H  0.4299  -1.8754  -1.1040  0.242
H  2.3472  -1.7236  0.2178  0.226
H  2.6749  0.2080  -0.5028  0.226
H  0.7188  -1.0367  1.6803  0.218
O  -1.9256  -0.9007  0.0723  -0.711

Output
SMILES = O[C@@H]1[C@H]2C[C@@H]1[C@@H]1C[C@@H]12
highest occupied orbital energy = -8.87 eV

=====

ii) C7H10O | ωB97M-V/def2-TZVPD

Each line ends with the natural charge from an NBO analysis.
CARTESIAN COORDINATES (ANGSTROEM)
C  1.5429  1.3974  1.1835  -0.031
C  -0.2081  0.3481  1.0413  0.076
C  -1.2499  -0.4374  0.0056  -0.228
C  -0.4529  -1.6427  -0.2046  -0.424
C  0.4673  -0.7438  -1.0308  -0.224
C  -0.8153  -0.0642  -1.5177  -0.426
C  0.8776  0.4832  0.0422  -0.261
H  2.1217  1.0526  2.0044  0.186
H  1.7915  2.4567  0.6189  0.167
H  -0.1998  -0.3614  1.8216  0.167
H  -2.3137  -0.6560  0.5351  0.217
H  -1.1306  -2.4467  -0.7577  0.225
H  0.0297  -2.1566  0.6326  0.202
H  1.0674  -1.3196  -1.6697  0.226
H  -0.5996  1.1892  -1.5536  0.191
H  -1.7662  -0.1444  -2.3903  0.272
H  0.4827  1.4250  -0.4615  0.200
O  0.3552  1.6206  1.7007  -0.534

Output
highest occupied orbital energy = -9.45 eV

=====

iii) C7H10O | ωB97M-V/def2-TZVPD

Each line ends with the natural charge from an NBO analysis.
CARTESIAN COORDINATES (ANGSTROEM)
C  -0.9601  0.0196  4.2663  -0.220
C  -0.0935  1.0593  3.7647  -0.205
C  -1.4051  -1.0241  3.4123  -0.214
C  0.2002  0.9186  2.4160  -0.229
C  -1.2482  -1.0497  2.0067  -0.229
C  -0.3995  -0.0177  1.4797  0.010
C  0.0000  0.0000  0.0000  -0.635
H  -1.3072  -0.0163  5.3074  0.214
H  0.3448  1.8721  4.3588  0.224
H  -2.1000  -1.7897  3.7819  0.209
H  0.8085  1.7763  2.0996  0.207
H  -1.6413  -1.8847  1.4118  0.214
H  -0.1225  0.9884  -0.4741  0.222
H  -0.7180  -0.7012  -0.4577  0.208
H  1.0223  -0.3623  -0.2008  0.226
O  0.2047  -3.4381  -2.2870  -0.939
H  0.9530  -3.8432  -1.7929  0.471
H  -0.5127  -3.3468  -1.6197  0.469

Output
SMILES = Cc1ccccc1.O
highest occupied orbital energy = -8.88 eV

=====

iv) C7H10O | ωB97M-V/def2-TZVPD

Each line ends with the natural charge from an NBO analysis.
CARTESIAN COORDINATES (ANGSTROEM)
C  -1.2378  -0.1766  0.1352  0.209
C  -0.2328  -1.0113  0.9441  -0.422
C  0.9524  -0.7470  -0.0278  -0.205
C  2.2875  -0.1460  -0.3395  -0.346
C  0.9958  0.7613  -0.2615  -0.291
C  -0.4761  0.8423  -0.6996  -0.237
C  -1.3966  1.2854  0.4275  -0.413
H  -1.6436  -1.4879  -1.1633  0.459
H  0.0086  -0.5651  1.9027  0.217
H  -0.5327  -2.0895  0.9944  0.227
H  0.6887  -1.3459  -0.8840  0.178
H  2.9064  -0.3911  -1.2809  0.229
H  2.8604  0.3288  0.4324  0.221
H  1.0836  1.3502  0.7452  0.181
H  -0.8572  0.9043  -1.7606  0.239
H  -2.3308  1.7686  0.2115  0.235
H  -0.8964  1.5766  1.3152  0.214
O  -2.1795  -0.8572  -0.6911  -0.697

Output
SMILES = O[C@@]12C[C@@H]3C[C@H]3[C@@H]1C2
highest occupied orbital energy = -8.20 eV

=====

Energy comparison, zero being the most stable, in eV: i) 5.987; ii) 7.990; iii) 0.000; iv) 4.492.